[1]
Molecular formula: C14H28BaF8NO13RbS3
Method: DFT, ωB97M-V/def2-TZVPD

Geometry (Å):
Rb1 -0.413 4.908 0.505
Ba1 -2.528 1.572 3.991
N1 0.060 1.146 1.146
O1 -0.344 2.039 0.364
O2 -0.600 0.934 2.215
O3 1.033 0.455 0.856
O4 -1.735 -1.015 3.965
S1 -0.616 -1.905 4.256
O5 0.568 -1.483 4.931
O6 -1.302 -3.108 5.053
C1 -0.413 -4.076 5.651
C2 -1.293 -5.169 6.255
C3 -0.159 -2.665 2.685
H1 0.189 -3.588 6.415
H2 0.215 -4.560 4.901
H3 -2.092 -5.374 5.540
H4 -1.748 -4.911 7.208
H5 -0.725 -6.089 6.381
H6 0.379 -3.576 2.925
H7 0.468 -1.899 2.224
H8 -1.037 -2.848 2.072
O7 4.216 2.836 2.008
S2 3.589 3.575 0.943
O8 2.282 4.155 1.158
O9 4.590 4.729 0.404
C4 5.984 4.568 0.735
C5 6.813 5.665 0.078
C6 3.583 2.489 -0.515
H9 6.336 3.574 0.450
H10 6.092 4.614 1.820
H11 6.793 5.514 -1.000
H12 7.821 5.625 0.486
H13 6.432 6.657 0.317
H14 2.929 2.905 -1.283
H15 3.116 1.533 -0.280
H16 4.595 2.392 -0.896
O10 -0.796 4.087 -4.745
S3 -0.790 3.471 -3.446
O11 -0.935 4.260 -2.231
O12 -2.014 2.421 -3.474
C7 -2.293 1.634 -2.322
C8 -3.646 1.005 -2.543
C9 0.629 2.369 -3.305
H17 -2.346 2.270 -1.427
H18 -1.489 0.927 -2.096
H19 -4.314 1.801 -2.870
H20 -4.087 0.616 -1.622
H21 -3.598 0.186 -3.260
H22 0.571 2.007 -2.279
H23 1.547 2.900 -3.538
H24 0.486 1.572 -4.030
C10 -2.615 -3.671 -2.712
C11 -3.790 -3.070 -3.438
C12 -4.774 -2.366 -2.474
F1 -5.843 -1.877 -3.118
F2 -5.168 -3.178 -1.465
F3 -3.347 -2.162 -4.340
F4 -4.436 -4.037 -4.115
O13 -1.715 -2.693 -2.204
C13 -0.528 -3.154 -1.688
C14 0.297 -1.941 -1.239
F5 1.544 -2.393 -0.959
F6 0.382 -1.019 -2.211
F7 -0.805 -3.932 -0.595
F8 0.135 -3.942 -2.552
H25 -2.074 -4.275 -3.446
H26 -2.918 -4.336 -1.902
H27 -4.226 -1.536 -2.012
H28 -0.127 -1.561 -0.306

Forces on the atoms, in the same order (eV/Å):
0.370 0.035 -0.479
1.296 -1.513 -0.766
0.676 0.123 -1.770
-0.046 -0.085 0.708
-0.660 0.226 1.093
-0.962 0.368 0.789
-0.324 1.198 0.741
0.182 -2.641 -0.731
-0.675 0.633 -0.077
0.076 1.465 -0.789
0.029 -1.226 1.031
-0.213 0.170 -0.396
-0.160 0.921 0.715
0.119 0.063 -0.208
0.069 0.412 -0.148
-0.016 -0.151 0.078
0.091 0.195 -0.014
0.110 0.076 0.043
0.165 0.020 -0.169
0.201 -0.234 -0.100
-0.113 -0.105 0.201
-0.552 0.738 -0.423
1.524 -1.035 -0.811
0.322 0.130 -0.322
-1.598 -0.539 0.436
1.128 0.141 0.784
-0.743 -0.315 0.094
-0.981 0.499 0.143
-0.128 0.035 -0.245
-0.155 0.062 -0.042
0.305 0.208 -0.051
0.116 -0.200 -0.234
-0.173 -0.048 -0.036
0.260 0.418 0.053
0.343 -0.033 0.469
0.076 -0.061 0.182
-0.034 -0.365 1.504
-0.314 -0.319 -1.253
0.348 -0.295 -0.339
0.929 0.627 -0.341
-0.177 0.010 1.346
-0.104 -0.022 0.014
-0.864 0.329 0.229
0.028 0.209 -0.270
-0.068 -0.146 -0.451
-0.097 -0.216 -0.292
0.290 0.006 0.118
-0.118 0.242 -0.208
0.389 -0.179 -0.049
-0.077 0.223 0.145
-0.072 -0.018 0.031
1.089 -1.474 -0.153
-0.646 0.321 0.482
0.930 0.856 0.087
-0.092 -0.236 -0.075
-0.126 -0.356 -0.271
-0.084 0.200 0.099
0.106 -0.215 0.126
0.348 0.763 0.136
-1.371 -0.232 -0.678
0.461 -0.893 0.352
-0.063 0.196 -0.017
-0.154 0.083 0.164
0.400 0.137 0.115
-0.074 0.339 0.192
-0.180 -0.022 -0.062
-0.344 0.080 -0.092
-0.146 -0.042 -0.076
-0.068 0.457 -0.260

Properties
* calculated total energy: -3625.6257 a.u.
* charge: +2
* frontier orbital gap: 7.7 eV
* E_HOMO: -15.280 eV

=====

[2]
Molecular formula: C2H6NO2P2
Method: DFT, ωB97M-V/def2-TZVPD

Geometry (Å):
C1 -1.689 0.862 -0.126
C2 -0.145 0.734 0.435
N1 0.151 -0.392 0.863
O1 -2.026 2.049 -0.055
O2 -2.239 -0.236 -0.385
P1 0.839 2.244 0.859
P2 -0.914 -1.687 0.786
H1 2.237 1.895 0.961
H2 1.460 -1.736 -2.166
H3 0.969 2.810 -0.500
H4 2.050 -1.754 -1.729
H5 -0.759 -2.231 -0.506
H6 0.066 -2.558 1.561

Forces on the atoms, in the same order (eV/Å):
2.085 1.174 0.680
-1.637 -0.046 -1.161
1.839 -0.290 0.743
-1.128 -0.202 -0.567
0.462 1.231 -0.139
-0.155 1.100 -1.012
-0.440 -2.020 1.749
-0.685 -0.570 -0.286
-0.223 0.011 -0.170
-0.135 -0.467 1.105
0.223 0.000 0.172
0.325 -0.130 0.090
-0.532 0.209 -1.205

Properties
* ΔE to the lowest compared entry with this formula, charge and spin: 0.855 eV
* calculated total energy: -967.7226 a.u.
* charge: -1
* frontier orbital gap: 7.8 eV
* E_HOMO: -3.613 eV

=====

[3]
Molecular formula: C4H5N3O
Method: DFT, ωB97M-V/def2-TZVPD

Geometry (Å):
N1 2.476 0.044 -0.028
N2 1.217 0.023 -0.235
C1 0.587 1.154 0.000
C2 -0.755 1.179 0.164
C3 -1.505 -0.013 0.143
O1 -2.709 -0.039 -0.260
C4 -0.602 -1.295 0.183
N3 0.674 -1.087 -0.031
H1 2.745 -0.143 1.056
H2 3.172 -0.441 -0.682
H3 1.057 2.134 -0.060
H4 -1.317 2.093 0.454
H5 -0.898 -2.335 0.416

Forces on the atoms, in the same order (eV/Å):
9.217 -0.116 2.939
-1.573 1.563 -0.902
-2.869 3.514 -0.208
0.021 1.316 1.640
-2.751 -3.162 -3.063
2.678 -0.178 1.968
0.492 2.647 0.104
-3.710 -6.240 0.814
-0.739 0.322 -3.517
-2.085 0.717 1.221
0.693 -0.707 0.062
0.685 -0.589 -0.719
-0.061 0.913 -0.339

Properties
* ΔE to the lowest compared entry with this formula, charge and spin: 4.641 eV
* calculated total energy: -394.7970 a.u.
* frontier orbital gap: 9.3 eV
* E_HOMO: -8.914 eV
* SMILES: Nn1ccc(=O)cn1

=====

[4]
Molecular formula: C6H9N
Method: DFT, ωB97M-V/def2-TZVPD

Geometry (Å):
C1 1.199 -0.439 -1.589
C2 0.376 0.268 -0.550
C3 0.058 1.660 -0.545
C4 -0.648 1.927 0.599
N1 -0.781 0.750 1.284
C5 -0.189 -0.274 0.583
C6 -0.490 -1.691 0.944
H1 1.105 0.056 -2.561
H2 0.905 -1.487 -1.717
H3 2.266 -0.432 -1.329
H4 0.277 2.363 -1.338
H5 -1.088 2.841 0.972
H6 -1.209 0.650 2.190
H7 -0.108 -2.374 0.182
H8 -1.580 -1.810 0.960
H9 -0.094 -2.007 1.915

Forces on the atoms, in the same order (eV/Å):
0.003 -0.039 -0.062
-0.071 -0.037 0.053
0.000 0.104 0.001
0.043 0.076 -0.036
-0.097 -0.021 0.016
-0.068 0.004 -0.144
0.005 -0.114 0.019
-0.027 -0.090 0.116
0.006 0.170 0.032
-0.195 0.009 -0.017
0.092 -0.028 0.181
0.145 -0.093 -0.046
-0.026 0.004 -0.225
0.047 0.111 0.125
0.150 -0.129 0.091
-0.008 0.073 -0.103

Properties
* ΔE to the lowest compared entry with this formula, charge and spin: 0.160 eV
* calculated total energy: -288.7761 a.u.
* frontier orbital gap: 8.9 eV
* E_HOMO: -7.796 eV
* SMILES: Cc1cc[nH]c1C

=====

[5]
Molecular formula: C4H7NO
Method: DFT, ωB97M-V/def2-TZVPD

Geometry (Å):
C1 -2.013 0.312 -0.649
C2 -1.193 0.407 0.368
N1 -0.411 0.530 1.303
C3 0.929 -0.027 1.167
C4 1.514 0.143 -0.225
O1 1.092 0.931 -1.032
H1 -2.741 -0.485 -0.734
H2 -1.887 1.023 -1.457
H3 1.596 0.494 1.865
H4 0.947 -1.087 1.447
H5 2.377 -0.514 -0.457
H6 -0.400 -1.487 -1.048
H7 0.217 -1.894 -0.952

Forces on the atoms, in the same order (eV/Å):
0.063 0.139 0.165
0.084 0.051 0.163
-0.424 -0.002 -0.462
0.098 -0.042 0.010
-0.120 0.320 -0.207
0.321 -0.331 0.303
0.115 0.087 0.100
-0.163 0.020 0.113
-0.063 -0.087 -0.053
-0.012 0.131 -0.070
0.008 0.111 0.050
0.165 -0.196 -0.018
-0.072 -0.200 -0.096

Properties
* ΔE to the lowest compared entry with this formula, charge and spin: 3.632 eV
* calculated total energy: -286.4982 a.u.
* frontier orbital gap: 9.9 eV
* E_HOMO: -8.888 eV
* SMILES: C=C=NCC=O.[H][H]

=====

[6]
Molecular formula: C2H2N4O2
Method: DFT, ωB97M-V/def2-TZVPD

Geometry (Å):
C1 1.977 -0.033 -0.193
N1 0.921 0.682 -0.089
N2 -0.292 0.075 0.524
N3 -0.488 -1.326 0.261
N4 -1.688 -1.403 -0.286
O1 -2.355 -0.227 -0.112
C2 -1.334 0.825 0.115
O2 -1.527 2.035 -0.037
H1 3.022 0.460 -0.364
H2 1.763 -1.088 0.181

Forces on the atoms, in the same order (eV/Å):
-0.910 -0.795 1.874
0.717 0.311 0.809
3.159 -0.740 -1.364
-3.750 1.720 -2.762
2.991 0.136 3.415
1.259 1.154 -1.002
-3.212 2.877 -0.652
0.571 -4.622 0.687
-2.373 -1.044 -0.232
1.548 1.002 -0.773

Properties
* ΔE to the lowest compared entry with this formula, charge and spin: 6.111 eV
* calculated total energy: -446.7481 a.u.
* frontier orbital gap: 10.3 eV
* E_HOMO: -10.921 eV
* SMILES: C=Nn1nnoc1=O